(1)
A cluster of 2 separate species, C5H14 in total at a distorted geometry, computed with ωB97M-V/def2-TZVPD.

Results
total charge: 0
lowest unoccupied orbital energy: 1.1100 eV

Each line ends with the Löwdin charge.
CARTESIAN COORDINATES (ANGSTROEM)
C 1.08 1.84 1.17  -0.15
C 0.23 1.11 0.15  -0.32
C -0.31 2.06 -0.94  -0.10
H 0.44 2.56 1.69  0.07
H 1.99 2.33 0.88  0.06
H 1.52 1.16 1.96  0.08
H 0.88 0.32 -0.30  0.08
H -0.62 0.72 0.78  0.11
H 0.60 2.58 -1.28  0.07
H -0.71 1.66 -1.81  0.04
H -0.87 2.85 -0.53  0.05
C 0.11 -2.17 -0.59  -0.20
C -1.16 -2.58 0.13  -0.19
H -0.04 -1.79 -1.61  0.07
H 0.60 -1.50 0.16  0.05
H 0.70 -3.08 -0.82  0.07
H -1.93 -1.73 0.16  0.08
H -1.58 -3.46 -0.37  0.05
H -0.94 -2.88 1.19  0.07



(2)
A cluster of 2 separate species, C5H14 in total at a distorted geometry, computed with ωB97M-V/def2-TZVPD.

Results
total charge: 0
lowest unoccupied orbital energy: 1.1551 eV

Each line ends with the Löwdin charge.
CARTESIAN COORDINATES (ANGSTROEM)
C -2.28 -0.45 -0.85  -0.14
C -1.52 -0.30 0.45  -0.31
C -1.23 1.17 0.84  -0.11
H -1.68 -0.38 -1.77  0.07
H -3.15 0.21 -0.94  0.07
H -2.69 -1.46 -0.95  0.07
H -2.10 -0.78 1.23  0.10
H -0.58 -0.86 0.40  0.08
H -0.29 1.50 0.43  0.03
H -1.99 1.73 0.27  0.06
H -1.44 1.37 1.89  0.07
C 2.00 0.41 0.04  -0.19
C 2.71 -0.90 -0.27  -0.16
H 1.57 0.87 -0.86  0.07
H 1.35 0.46 0.90  0.04
H 2.71 1.22 0.25  0.07
H 2.47 -1.30 -1.26  0.06
H 2.36 -1.68 0.41  0.06
H 3.79 -0.86 -0.21  0.06



(3)
A cluster of 2 separate species, C5H14 in total at a distorted geometry, computed with ωB97M-V/def2-TZVPD.

Results
total charge: 0
lowest unoccupied orbital energy: 1.1463 eV

Each line ends with the Löwdin charge.
CARTESIAN COORDINATES (ANGSTROEM)
C 0.34 1.70 0.08  -0.12
C 1.77 1.58 0.62  -0.33
C 2.11 0.21 1.19  -0.13
H -0.37 1.68 0.91  0.07
H 0.21 2.65 -0.43  0.07
H 0.21 0.88 -0.62  0.04
H 2.46 1.84 -0.19  0.10
H 1.93 2.35 1.39  0.10
H 3.11 0.25 1.62  0.06
H 1.39 -0.11 1.95  0.07
H 2.15 -0.53 0.39  0.07
C -2.41 -2.10 -1.37  -0.17
C -1.61 -1.19 -0.46  -0.19
H -1.96 -3.06 -1.66  0.06
H -3.41 -2.23 -0.97  0.06
H -2.52 -1.63 -2.35  0.06
H -0.54 -1.16 -0.62  0.05
H -2.07 -0.20 -0.55  0.06
H -1.78 -1.32 0.62  0.07



(4)
A cluster of 2 separate species, C5H14 in total at a distorted geometry, computed with ωB97M-V/def2-TZVPD.

Results
total charge: 0
lowest unoccupied orbital energy: 1.1391 eV

Each line ends with the Löwdin charge.
CARTESIAN COORDINATES (ANGSTROEM)
C -0.97 -1.05 1.37  -0.15
C 0.12 -1.91 0.76  -0.32
C 0.06 -1.87 -0.82  -0.12
H -1.18 -0.14 0.76  0.06
H -0.83 -0.88 2.45  0.08
H -1.88 -1.53 1.26  0.04
H 1.18 -1.47 1.16  0.13
H 0.14 -2.97 1.15  0.10
H 1.05 -1.97 -1.35  0.08
H -0.76 -2.55 -1.05  0.07
H -0.25 -0.88 -1.18  0.05
C 1.09 2.23 -0.95  -0.16
C -0.27 2.37 -0.33  -0.19
H 1.41 2.98 -1.69  0.06
H 1.91 2.40 -0.19  0.09
H 1.01 1.29 -1.43  0.04
H -0.55 1.54 0.31  0.02
H -1.09 2.66 -1.00  0.08
H -0.36 2.92 0.59  0.05



(5)
A cluster of 2 separate species, C5H14 in total at a distorted geometry, computed with ωB97M-V/def2-TZVPD.

Results
total charge: 0
lowest unoccupied orbital energy: 1.1246 eV

Each line ends with the Löwdin charge.
CARTESIAN COORDINATES (ANGSTROEM)
C -0.91 1.96 0.86  -0.14
C 0.39 1.80 1.64  -0.33
C 1.51 0.90 1.04  -0.11
H -1.40 2.85 1.26  0.06
H -0.93 2.26 -0.19  0.07
H -1.43 1.01 0.94  0.07
H 0.18 1.52 2.67  0.10
H 0.86 2.81 1.60  0.10
H 1.08 -0.05 1.37  0.07
H 2.52 1.18 1.31  0.06
H 1.54 1.05 -0.04  0.06
C -0.87 -1.70 -1.99  -0.17
C 0.07 -2.54 -1.10  -0.17
H -1.90 -1.77 -1.62  0.05
H -0.76 -0.61 -2.00  0.05
H -0.97 -2.18 -2.95  0.06
H 1.03 -2.02 -1.06  0.06
H -0.25 -2.96 -0.15  0.06
H 0.24 -3.50 -1.59  0.05



(6)
A cluster of 2 separate species, C5H14 in total at a distorted geometry, computed with ωB97M-V/def2-TZVPD.

Results
total charge: 0
lowest unoccupied orbital energy: 1.1338 eV

Each line ends with the Löwdin charge.
CARTESIAN COORDINATES (ANGSTROEM)
C -0.04 3.21 -0.10  -0.13
C -0.34 1.77 -0.59  -0.30
C -1.28 1.06 0.40  -0.12
H 1.03 3.43 -0.09  0.07
H -0.50 3.39 0.88  0.06
H -0.50 3.95 -0.76  0.06
H -0.69 1.86 -1.61  0.09
H 0.63 1.26 -0.56  0.09
H -1.06 1.26 1.44  0.07
H -2.32 1.36 0.20  0.07
H -1.29 0.00 0.13  0.04
C 0.01 -2.82 -0.05  -0.16
C 1.53 -2.82 0.19  -0.18
H -0.22 -3.59 -0.79  0.06
H -0.50 -3.14 0.85  0.06
H -0.29 -1.84 -0.39  0.03
H 2.09 -2.59 -0.72  0.06
H 1.88 -2.03 0.87  0.06
H 1.87 -3.71 0.70  0.06



(7)
A cluster of 2 separate species, C5H14 in total at a distorted geometry, computed with ωB97M-V/def2-TZVPD.

Results
total charge: 0
lowest unoccupied orbital energy: 1.1473 eV

Each line ends with the Löwdin charge.
CARTESIAN COORDINATES (ANGSTROEM)
C 1.15 -1.44 2.48  -0.13
C 0.57 -0.61 1.34  -0.33
C 1.62 0.31 0.67  -0.11
H 1.88 -2.15 2.06  0.07
H 0.41 -1.99 3.06  0.06
H 1.81 -0.84 3.12  0.07
H 0.11 -1.32 0.65  0.09
H -0.22 0.08 1.65  0.09
H 1.76 1.16 1.34  0.07
H 2.56 -0.20 0.48  0.07
H 1.20 0.70 -0.24  0.03
C -1.99 0.69 -2.69  -0.17
C -1.20 0.84 -1.38  -0.16
H -3.02 0.34 -2.66  0.06
H -2.04 1.71 -3.09  0.05
H -1.55 0.23 -3.59  0.06
H -1.76 0.34 -0.59  0.06
H -1.02 1.89 -1.20  0.07
H -0.28 0.25 -1.42  0.04



(8)
A cluster of 2 separate species, C5H14 in total at a distorted geometry, computed with ωB97M-V/def2-TZVPD.

Results
total charge: 0
lowest unoccupied orbital energy: 1.1083 eV

Each line ends with the Löwdin charge.
CARTESIAN COORDINATES (ANGSTROEM)
C -1.38 0.25 0.99  -0.16
C -0.62 0.71 2.20  -0.31
C 0.80 0.06 2.33  -0.10
H -2.47 0.42 1.17  0.08
H -1.28 0.89 0.06  0.08
H -1.12 -0.72 0.63  0.04
H -1.25 0.46 3.02  0.08
H -0.54 1.83 2.10  0.12
H 0.84 -0.98 2.75  0.08
H 1.44 0.61 2.99  0.05
H 1.03 -0.11 1.30  0.04
C 0.59 0.22 -2.82  -0.20
C 0.53 -1.06 -1.96  -0.18
H 1.47 0.41 -3.44  0.05
H -0.22 0.30 -3.50  0.04
H 0.82 1.11 -2.17  0.07
H 0.36 -1.93 -2.84  0.11
H -0.46 -1.26 -1.44  0.05
H 1.44 -1.23 -1.36  0.06



(9)
A cluster of 2 separate species, C5H14 in total at a distorted geometry, computed with ωB97M-V/def2-TZVPD.

Results
total charge: 0
lowest unoccupied orbital energy: 1.0615 eV

Each line ends with the Löwdin charge.
CARTESIAN COORDINATES (ANGSTROEM)
C -0.19 -2.17 1.64  -0.14
C -0.48 -1.14 0.56  -0.35
C -0.74 -1.73 -0.81  -0.13
H 0.24 -3.10 1.11  0.09
H 0.45 -1.92 2.49  0.05
H -1.09 -2.38 2.31  0.08
H -1.47 -0.69 0.80  0.10
H 0.26 -0.31 0.49  0.08
H -1.73 -1.31 -1.17  0.09
H 0.07 -1.43 -1.45  0.06
H -0.96 -2.80 -0.80  0.06
C -0.01 2.22 -0.86  -0.16
C 1.44 2.74 -0.55  -0.15
H -0.80 2.79 -0.35  0.06
H -0.23 1.92 -1.91  0.06
H -0.03 1.17 -0.39  0.03
H 2.12 2.43 -1.30  0.04
H 1.62 2.30 0.46  0.06
H 1.41 3.79 -0.17  0.06



(10)
A cluster of 2 separate species, C5H14 in total at a distorted geometry, computed with ωB97M-V/def2-TZVPD.

Results
total charge: 0
lowest unoccupied orbital energy: 1.1478 eV

Each line ends with the Löwdin charge.
CARTESIAN COORDINATES (ANGSTROEM)
C -0.25 0.18 1.57  -0.14
C 1.03 0.75 1.16  -0.37
C 2.09 0.25 2.08  -0.13
H -0.76 0.96 2.04  0.04
H -1.09 -0.03 0.67  0.13
H -0.12 -0.74 2.10  0.05
H 1.08 0.52 0.15  0.06
H 0.89 1.85 1.13  0.12
H 1.81 -0.76 2.55  0.08
H 3.09 -0.13 1.66  0.09
H 2.11 0.97 2.92  0.08
C -1.97 -0.09 -2.28  -0.16
C -0.71 -0.97 -2.36  -0.16
H -2.40 -0.30 -1.31  0.04
H -1.76 1.02 -2.43  0.08
H -2.64 -0.34 -3.10  0.05
H 0.10 -0.66 -1.84  0.00
H -0.60 -1.09 -3.47  0.08
H -0.82 -1.98 -2.07  0.05



(11)
A cluster of 2 separate species, C5H14 in total at a distorted geometry, computed with ωB97M-V/def2-TZVPD.

Results
total charge: 0
lowest unoccupied orbital energy: 1.2288 eV

Each line ends with the Löwdin charge.
CARTESIAN COORDINATES (ANGSTROEM)
C -1.38 -0.26 1.65  -0.12
C 0.11 0.07 1.75  -0.30
C 0.50 1.39 1.07  -0.12
H -1.80 -0.45 2.64  0.06
H -1.66 -1.18 1.15  0.06
H -2.00 0.55 1.29  0.06
H 0.36 0.22 2.80  0.09
H 0.74 -0.77 1.47  0.08
H 1.39 1.27 0.45  0.06
H -0.27 1.83 0.43  0.07
H 0.77 2.15 1.81  0.06
C 0.63 -1.21 -1.60  -0.15
C 0.16 0.00 -2.41  -0.18
H -0.17 -1.91 -1.40  0.06
H 1.39 -1.77 -2.15  0.07
H 1.08 -0.81 -0.70  0.03
H 0.26 -0.20 -3.50  0.06
H 0.79 0.89 -2.43  0.06
H -0.91 0.21 -2.34  0.06



(12)
A cluster of 2 separate species, C5H14 in total at a distorted geometry, computed with ωB97M-V/def2-TZVPD.

Results
total charge: 0
lowest unoccupied orbital energy: 1.0828 eV

Each line ends with the Löwdin charge.
CARTESIAN COORDINATES (ANGSTROEM)
C -1.31 0.55 2.07  -0.11
C -0.29 1.16 1.07  -0.29
C 1.02 1.59 1.80  -0.14
H -0.91 0.77 3.05  0.05
H -1.12 -0.52 2.03  0.07
H -2.30 0.99 2.04  0.06
H -0.10 0.47 0.27  0.06
H -0.56 2.15 0.70  0.09
H 1.68 0.77 2.09  0.06
H 1.67 2.08 1.01  0.08
H 0.90 2.37 2.53  0.06
C 0.82 -1.28 -2.61  -0.18
C -0.47 -1.80 -2.00  -0.18
H 1.63 -2.00 -2.80  0.07
H 0.48 -0.89 -3.59  0.06
H 1.25 -0.36 -2.24  0.05
H -0.84 -1.19 -1.20  0.03
H -0.27 -2.79 -1.51  0.07
H -1.27 -2.06 -2.71  0.07



(13)
A cluster of 2 separate species, C5H14 in total at a distorted geometry, computed with ωB97M-V/def2-TZVPD.

Results
total charge: 0
lowest unoccupied orbital energy: 1.1340 eV

Each line ends with the Löwdin charge.
CARTESIAN COORDINATES (ANGSTROEM)
C 2.63 0.84 0.27  -0.12
C 1.37 0.12 -0.27  -0.32
C 0.93 0.41 -1.70  -0.11
H 2.40 1.88 0.50  0.07
H 3.37 0.92 -0.53  0.07
H 2.97 0.36 1.18  0.06
H 1.54 -0.94 -0.13  0.10
H 0.59 0.52 0.39  0.08
H 1.19 1.43 -1.98  0.07
H 1.22 -0.30 -2.46  0.07
H -0.16 0.44 -1.60  0.04
C -2.21 -0.70 0.03  -0.18
C -2.36 -0.74 1.55  -0.17
H -2.05 0.30 -0.40  0.05
H -1.31 -1.27 -0.18  0.05
H -3.09 -1.08 -0.49  0.06
H -2.68 0.19 2.02  0.06
H -1.38 -0.78 2.02  0.06
H -2.97 -1.61 1.78  0.06



Relative energy (zero: lowest compared OMol25 entry of this formula, charge and spin) list, top to bottom, in kJ/mol: 78.9 56.7 27.0 142.2 109.3 41.4 54.6 145.4 143.1 182.9 62.5 95.4 58.0